1.
The following is a DFT calculation (ωB97M-V/def2-TZVPD) of C18H16N4O in the gas phase.

Results
**Multiplicity**: 1
**Relative energy (zero: lowest compared OMol25 entry of this formula, charge and spin)**: 59.3 kcal/mol
**Orbital gap**: 7.84 eV
**Maximum force**: 3.545 eV Å⁻¹
**E_HOMO**: -7.781 eV
**Lowest unoccupied orbital energy**: 0.06 eV
**E_tot**: -989.73129 Eh

Atoms and positions in Å:
O 0.998 4.049 2.269
C -1.230 4.432 1.791
C -2.224 5.060 2.112
N -1.182 -5.136 -2.238
N 0.570 0.570 0.086
C 0.006 3.738 1.577
C -0.714 -3.984 -1.817
C -0.101 -6.005 -2.226
C 1.387 -2.995 -0.967
C 0.687 -4.055 -1.483
C 0.679 -1.729 -0.772
C -0.659 -1.642 -1.166
C 1.057 -5.408 -1.757
C 1.337 -0.531 -0.123
C 1.064 1.728 0.533
C 2.699 -0.434 0.233
C 2.403 1.840 0.895
C 3.260 0.734 0.756
N -1.313 -2.730 -1.702
N 0.049 2.660 0.714
C 2.410 -6.029 -1.553
C -4.095 6.354 1.259
C -3.450 5.780 2.500
H -0.187 -7.051 -2.490
H 2.442 -3.117 -0.748
H -1.214 -0.729 -1.009
H 3.334 -1.288 0.070
H 2.798 2.797 1.252
H 4.283 0.775 1.080
H -2.283 -2.618 -2.011
H -0.850 2.327 0.387
H 3.099 -5.616 -2.322
H 2.797 -5.752 -0.560
H 2.339 -7.115 -1.686
H -5.131 6.646 1.510
H -4.141 5.616 0.460
H -3.545 7.226 0.923
H -3.250 6.578 3.234
H -4.127 5.055 2.989

---

2.
The following is a DFT calculation (ωB97M-V/def2-TZVPD) of C12H14N2O in the gas phase.

Results
**Multiplicity**: 1
**Relative energy (zero: lowest compared OMol25 entry of this formula, charge and spin)**: 62.4 kcal/mol
**Orbital gap**: 8.52 eV
**Maximum force**: 3.175 eV Å⁻¹
**E_HOMO**: -7.858 eV
**Lowest unoccupied orbital energy**: 0.66 eV
**E_tot**: -650.35879 Eh

Atoms and positions in Å:
C -0.101 -3.176 -0.258
O 0.681 -1.997 0.061
C 0.365 -0.850 -0.650
C 1.528 0.132 -0.502
C 1.699 1.120 -1.482
C 2.683 2.100 -1.378
C 3.610 2.082 -0.337
C 3.560 1.002 0.549
C 2.558 0.028 0.444
H 0.235 -3.846 0.531
H -1.193 -3.046 -0.225
H 0.182 -3.566 -1.233
H -0.006 -0.938 -1.662
H 1.021 1.061 -2.323
H 2.747 2.907 -2.117
H 4.341 2.870 -0.213
H 4.332 0.908 1.325
H 2.581 -0.857 1.079
C -3.819 1.059 1.915
C -2.962 0.454 0.901
C -1.574 0.084 0.989
N -1.233 -0.322 -0.245
C -2.362 -0.335 -1.041
N -3.422 0.163 -0.351
H -3.259 1.182 2.863
H -4.195 2.043 1.562
H -4.711 0.422 2.083
H -0.850 0.022 1.780
H -2.434 -0.707 -2.066

---

3.
The following is a DFT calculation (ωB97M-V/def2-TZVPD) of 16 unconnected molecules or ions with the total composition C25H55N15O32.

Results
**Multiplicity**: 1
**Orbital gap**: 9.14 eV
**Maximum force**: 1.257 eV Å⁻¹
**E_HOMO**: -9.610 eV
**Lowest unoccupied orbital energy**: -0.47 eV
**E_tot**: -4213.20443 Eh

Atoms and positions in Å:
O 1.538 -1.778 5.529
C 0.673 -1.262 4.879
C 0.148 0.165 4.969
C -0.053 0.419 3.446
C 1.335 0.607 2.859
C 1.935 -0.317 2.010
C 3.222 -0.101 1.524
C 3.912 1.045 1.884
C 3.314 1.994 2.708
C 2.032 1.773 3.188
C -0.747 -0.910 3.174
O 0.070 -1.897 3.841
H -0.781 0.239 5.536
H 0.924 0.743 5.464
H -0.686 1.268 3.210
H 1.381 -1.211 1.753
H 3.672 -0.846 0.881
H 4.919 1.203 1.524
H 3.843 2.898 2.981
H 1.547 2.501 3.831
H -1.057 -1.148 2.161
H -1.667 -0.874 3.768
C 0.667 -5.271 5.015
N -0.115 -6.300 4.281
O -1.183 -6.646 4.739
O 0.368 -6.732 3.253
H 0.110 -4.985 5.899
H 1.624 -5.713 5.275
H 0.802 -4.426 4.345
C -4.104 3.488 3.914
N -3.097 2.542 3.365
O -3.365 1.360 3.337
O -2.055 3.031 2.979
H -4.974 2.919 4.220
H -3.637 3.997 4.752
H -4.342 4.195 3.126
C -0.902 3.118 0.075
N -1.600 3.740 -1.077
O -2.814 3.713 -1.112
O -0.911 4.237 -1.947
H -1.640 2.707 0.748
H -0.259 2.338 -0.324
H -0.316 3.894 0.558
C -0.831 2.832 -4.791
N 0.174 1.836 -5.245
O -0.116 0.656 -5.192
O 1.240 2.266 -5.631
H -1.716 2.296 -4.467
H -0.383 3.385 -3.973
H -1.054 3.493 -5.623
C -4.380 5.048 -3.694
N -4.062 5.632 -5.025
O -4.811 6.473 -5.476
O -3.062 5.223 -5.577
H -5.295 5.497 -3.328
H -4.493 3.977 -3.833
H -3.542 5.256 -3.037
C 1.269 5.779 3.663
N -0.177 5.426 3.636
O -0.716 5.157 4.690
O -0.724 5.430 2.554
H 1.613 5.731 4.689
H 1.788 5.060 3.033
H 1.364 6.781 3.256
C 4.149 -2.695 7.441
N 5.584 -3.033 7.229
O 6.408 -2.151 7.380
O 5.843 -4.174 6.918
H 4.075 -1.651 7.719
H 3.625 -2.892 6.510
H 3.782 -3.340 8.234
C -1.065 -8.786 1.382
N -1.996 -9.293 0.337
O -1.892 -8.850 -0.786
O -2.811 -10.126 0.683
H -0.404 -8.057 0.931
H -1.663 -8.336 2.168
H -0.514 -9.638 1.766
C 2.541 1.571 -8.557
N 2.724 2.195 -9.896
O 1.909 3.013 -10.260
O 3.689 1.836 -10.543
H 1.652 1.986 -8.102
H 2.449 0.500 -8.709
H 3.424 1.797 -7.966
C 6.326 -0.794 10.190
N 5.129 0.006 10.564
O 5.228 0.798 11.474
O 4.118 -0.192 9.918
H 7.142 -0.516 10.847
H 6.064 -1.841 10.306
H 6.554 -0.575 9.153
C 6.724 2.954 -11.032
N 8.151 2.535 -11.101
O 8.995 3.402 -11.183
O 8.373 1.343 -11.070
H 6.685 4.036 -11.069
H 6.209 2.508 -11.876
H 6.317 2.572 -10.101
C -7.173 7.687 -7.539
N -8.512 7.539 -6.907
O -9.116 6.503 -7.090
O -8.910 8.472 -6.243
H -6.955 6.782 -8.092
H -7.217 8.552 -8.194
H -6.454 7.844 -6.742
C -1.330 -0.696 -2.512
N -0.729 -0.168 -1.257
O 0.447 0.129 -1.257
O -1.468 -0.052 -0.296
H -0.565 -0.747 -3.274
H -1.733 -1.676 -2.291
H -2.123 -0.006 -2.788
C -1.307 -3.805 -6.254
N -0.698 -3.321 -4.986
O 0.481 -3.053 -4.983
O -1.437 -3.224 -4.024
H -0.533 -3.837 -7.010
H -1.717 -4.791 -6.059
H -2.097 -3.109 -6.519
C -4.976 -10.372 3.422
N -4.758 -10.849 4.815
O -3.633 -10.792 5.265
O -5.730 -11.266 5.410
H -4.030 -10.036 3.018
H -5.370 -11.207 2.851
H -5.701 -9.565 3.467

---

4.
The following is a DFT calculation (ωB97M-V/def2-TZVPD) of C23H28N2O5 in the gas phase.

Results
**Multiplicity**: 1
**Relative energy (zero: lowest compared OMol25 entry of this formula, charge and spin)**: 25.3 kcal/mol
**Orbital gap**: 8.51 eV
**Maximum force**: 0.889 eV Å⁻¹
**E_HOMO**: -7.925 eV
**Lowest unoccupied orbital energy**: 0.58 eV
**E_tot**: -1378.99761 Eh

Atoms and positions in Å:
C 1.580 1.227 -3.229
C 1.724 1.554 -1.775
C 0.624 2.001 -1.055
C 0.742 2.359 0.284
C 1.977 2.238 0.916
C 3.073 1.783 0.210
C 2.949 1.448 -1.128
H 3.813 1.098 -1.677
H 4.032 1.692 0.700
H 2.052 2.506 1.958
C -0.430 2.786 1.098
O -0.490 2.609 2.300
N -1.417 3.427 0.410
H -1.339 3.471 -0.594
C -2.755 3.472 0.938
C -3.581 2.268 0.479
O -4.593 1.894 1.003
O -3.006 1.690 -0.575
C -3.538 0.456 -1.051
H -4.197 0.653 -1.902
H -4.113 -0.028 -0.254
C -2.381 -0.445 -1.513
O -2.397 -0.889 -2.648
C -1.339 -0.670 -0.546
C -0.116 -1.299 -0.788
N 0.612 -1.252 0.350
C -0.115 -0.632 1.345
C -1.317 -0.264 0.821
H -2.101 0.219 1.368
C 0.394 -0.423 2.725
H 0.291 -1.325 3.329
H 1.442 -0.130 2.722
H -0.178 0.376 3.189
C 1.932 -1.793 0.519
H 2.501 -1.131 1.177
H 2.425 -1.832 -0.454
C 1.907 -3.212 1.127
C 3.320 -3.721 1.454
H 3.296 -4.341 2.350
C 3.657 -4.576 0.233
H 4.031 -3.953 -0.580
C 2.284 -5.142 -0.117
H 2.067 -6.032 0.490
O 1.350 -4.122 0.189
H 2.171 -5.399 -1.172
H 4.385 -5.355 0.446
H 4.023 -2.907 1.610
H 1.263 -3.197 2.015
C 0.365 -1.958 -2.025
H -0.386 -1.847 -2.801
H 0.523 -3.019 -1.832
H 1.305 -1.524 -2.368
H -2.693 3.447 2.029
H -3.263 4.391 0.633
H -0.335 2.028 -1.552
H 1.621 2.144 -3.818
H 0.623 0.748 -3.424
H 2.383 0.577 -3.570

---

5.
The following is a DFT calculation (ωB97M-V/def2-TZVPD) of 5 unconnected molecules or ions with the total composition C24H55F6N4O10S2.

Results
**Multiplicity**: 1
**Total charge**: +1
**Orbital gap**: 9.36 eV
**Maximum force**: 3.087 eV Å⁻¹
**E_HOMO**: -11.338 eV
**Lowest unoccupied orbital energy**: -1.98 eV
**E_tot**: -3314.07148 Eh

Atoms and positions in Å:
C 1.439 0.041 -6.585
C 1.676 1.060 -5.569
N 1.674 0.478 -4.172
C 2.033 1.521 -3.160
C 0.296 0.041 -3.825
C -0.773 1.174 -3.820
C 2.605 -0.678 -4.038
C 2.941 -1.145 -2.657
O 3.896 -0.484 -1.983
C 3.749 -0.879 -0.561
H 2.132 -0.768 -6.572
H 1.564 0.478 -7.607
H 0.429 -0.350 -6.628
H 1.023 1.892 -5.650
H 2.711 1.333 -5.537
H 1.458 1.394 -2.188
H 2.021 2.493 -3.590
H 3.089 1.399 -2.958
H 0.274 -0.280 -2.798
H 0.033 -0.915 -4.297
H -1.716 0.678 -3.710
H -0.794 1.790 -4.660
H -0.616 1.794 -2.951
H 3.468 -0.377 -4.589
H 2.243 -1.551 -4.535
H 3.160 -2.213 -2.735
H 2.039 -1.141 -1.998
H 2.705 -0.610 -0.307
H 4.467 -0.288 -0.054
H 3.927 -1.954 -0.374
C -4.533 -2.520 5.543
C -3.310 -2.698 4.694
N -2.797 -1.442 4.028
C -1.464 -1.864 3.481
C -3.499 -0.953 2.804
C -3.929 -2.022 1.833
C -2.710 -0.223 4.878
C -1.986 -0.375 6.242
O -0.578 -0.530 6.042
C 0.136 0.600 6.557
H -5.349 -2.245 4.867
H -4.292 -1.817 6.364
H -4.700 -3.490 6.003
H -3.345 -3.445 3.865
H -2.491 -2.950 5.344
H -1.013 -1.010 3.013
H -1.612 -2.691 2.811
H -0.756 -2.196 4.238
H -2.821 -0.226 2.328
H -4.390 -0.399 3.169
H -4.245 -1.524 0.942
H -4.752 -2.648 2.216
H -3.017 -2.610 1.505
H -3.712 0.204 4.994
H -2.130 0.512 4.353
H -2.273 -1.232 6.817
H -2.322 0.460 6.884
H -0.317 1.592 6.311
H 1.141 0.482 6.127
H 0.233 0.546 7.669
C 1.624 4.107 1.709
N 1.999 4.690 0.395
C 3.197 5.571 0.589
C 2.445 3.600 -0.463
C 0.793 5.481 -0.190
C -0.529 4.755 -0.336
O -0.325 3.829 -1.399
H 2.444 3.720 2.227
H 0.817 3.337 1.579
H 1.185 4.932 2.307
H 2.949 6.392 1.198
H 3.613 5.959 -0.358
H 3.942 4.980 1.112
H 2.433 3.941 -1.541
H 1.776 2.704 -0.350
H 3.471 3.412 -0.165
H 1.070 5.838 -1.177
H 0.670 6.358 0.498
H -1.140 5.644 -0.600
H -0.814 4.422 0.652
H -0.208 2.893 -1.054
O -0.849 -0.112 1.171
C -0.557 1.144 0.750
O -0.854 2.089 1.508
O -0.045 1.196 -0.411
H -0.226 -0.645 0.599
C 0.814 -5.024 -0.422
F 1.020 -4.901 0.917
F 1.861 -5.483 -0.982
F -0.175 -5.911 -0.683
S 0.196 -3.416 -0.993
O -0.992 -3.171 -0.179
O 1.312 -2.539 -0.639
N 0.049 -3.635 -2.599
S -1.372 -3.808 -3.337
O -2.430 -4.277 -2.490
O -1.510 -2.758 -4.288
C -1.044 -5.350 -4.373
F 0.189 -5.391 -4.935
F -1.215 -6.441 -3.680
F -1.905 -5.352 -5.381